Record 1
ORCA calculation (the ωB97M-V functional and the def2-TZVPD basis) on a cluster of 2 separate species, C22H22F5OSi in total in a non-equilibrium geometry.

Geometry as XYZ:
```
51
Properties=species:S:1:pos:R:3
C 2.926 -2.577 -4.058
Si 3.126 -2.055 -2.272
C 2.571 -3.382 -1.095
C 4.838 -1.419 -1.880
O 2.136 -0.725 -2.081
C 0.972 -0.275 -1.551
C 0.993 0.371 -0.361
C -0.240 -0.334 -2.349
C -1.498 -0.493 -1.729
F -1.568 -0.829 -0.402
C -2.683 -0.498 -2.434
F -3.857 -0.741 -1.804
C -2.622 -0.357 -3.818
F -3.753 -0.403 -4.531
C -1.402 -0.165 -4.464
F -1.386 -0.017 -5.804
C -0.227 -0.187 -3.743
F 0.945 -0.089 -4.422
H 3.508 -3.489 -4.261
H 1.874 -2.780 -4.299
H 3.272 -1.792 -4.741
H 3.205 -4.273 -1.235
H 2.663 -3.047 -0.050
H 1.522 -3.659 -1.280
H 5.564 -2.244 -1.855
H 5.159 -0.689 -2.635
H 4.850 -0.917 -0.902
H 0.106 0.929 -0.091
H 1.939 0.538 0.133
C -3.329 1.795 3.917
C -4.593 0.954 3.484
C -4.071 0.147 2.333
C -2.712 0.354 2.142
C -2.204 1.312 3.026
C -0.854 1.754 3.144
C 0.195 1.094 2.457
C 1.494 1.579 2.485
C 1.802 2.712 3.239
C 0.809 3.330 4.018
C -0.498 2.863 3.967
H -3.536 2.871 3.808
H -3.121 1.664 4.987
H -4.899 0.326 4.340
H -5.439 1.608 3.238
H -4.688 -0.524 1.750
H -2.114 -0.163 1.408
H -0.049 0.210 1.870
H 2.291 1.083 1.937
H 2.818 3.087 3.256
H 1.058 4.188 4.651
H -1.289 3.352 4.557
```

Properties
Frontier orbital gap = 5.682 eV
Energy above the lowest of the compared OMol25 structures with the same formula, charge and spin = 0.0 kJ/mol
HOMO energy = -11.2974 eV
Maximum force = 2.59 eV/A
2S+1 = 1
Total charge = +1

=====

Record 2
ORCA calculation (the ωB97M-V functional and the def2-TZVPD basis) on a structure of composition C22H22F6FeN5O5S in a non-equilibrium geometry.

Geometry as XYZ:
```
62
Properties=species:S:1:pos:R:3
Fe -0.232 -0.123 0.025
N -1.350 5.233 5.568
C -1.012 3.941 5.146
C -1.913 3.187 4.393
C -1.597 1.895 4.014
C -0.374 1.345 4.381
C 0.527 2.081 5.135
C 0.207 3.373 5.519
S -0.009 -0.299 3.844
O -1.266 -0.994 3.828
O 1.053 -0.812 4.671
N 0.436 -0.138 2.295
C 1.624 0.394 1.961
N 1.849 0.303 0.614
C 2.970 0.800 0.128
C 3.924 1.398 0.928
C 3.607 1.472 2.280
N 2.493 1.002 2.806
H -2.052 5.690 5.012
H -0.570 5.832 5.778
H -2.863 3.623 4.097
H -2.289 1.301 3.430
H 1.475 1.629 5.401
H 0.906 3.956 6.110
H 3.105 0.702 -0.945
H 4.844 1.795 0.525
H 4.291 1.948 2.980
C -3.069 -4.149 -0.009
C -3.656 -2.895 -0.132
C -2.862 -1.747 -0.146
C -1.461 -1.798 -0.042
C -0.906 -3.088 0.079
C -1.686 -4.243 0.100
H -3.683 -5.044 0.008
H -4.738 -2.810 -0.207
H -3.353 -0.779 -0.234
H 0.174 -3.199 0.161
H -1.219 -5.218 0.210
C -0.950 3.659 0.693
C -1.702 2.745 -0.284
O -1.198 1.510 -0.371
C -1.630 3.402 -1.690
F -2.223 2.663 -2.642
F -0.338 3.538 -2.055
F -2.179 4.634 -1.752
C -3.185 2.670 0.171
F -3.944 1.941 -0.659
F -3.262 2.096 1.382
F -3.773 3.884 0.279
H 0.105 3.647 0.418
H -1.050 3.249 1.697
H -1.323 4.684 0.676
N -1.535 -1.822 -4.441
C -0.696 -0.805 -3.800
C 0.283 -1.474 -2.860
O 0.610 -2.714 -3.169
O 0.708 -0.926 -1.887
H -2.053 -1.428 -5.212
H -2.215 -2.170 -3.774
H 0.038 -2.959 -3.925
H -1.235 -0.052 -3.226
H -0.110 -0.296 -4.563
```

Properties
Frontier orbital gap (alpha / beta) = 7.097 / 7.124 eV
HOMO energy (alpha / beta) = -4.5311 / -4.5608 eV
Maximum force = 1.17 eV/A
Expectation value of S² = 6.012
2S+1 = 5
Total charge = -1

=====

Record 3
ORCA calculation (the ωB97M-V functional and the def2-TZVPD basis) on a cluster of 2 separate species, C22H22FNO6 in total.

Geometry as XYZ:
```
52
Properties=species:S:1:pos:R:3
C -5.523 -0.494 -2.920
C -6.037 -1.704 -2.143
N -4.941 -2.423 -1.493
C -4.402 -1.831 -0.307
C -5.203 -1.294 0.705
C -4.640 -0.740 1.845
C -3.258 -0.693 1.978
C -2.449 -1.227 0.967
C -3.019 -1.799 -0.162
C -0.965 -1.152 1.105
O -0.220 -1.954 0.597
C -0.467 0.004 1.908
C 0.775 0.564 1.642
C 1.212 1.661 2.374
C 2.555 2.292 2.081
C 3.640 1.697 2.928
O 4.229 2.202 3.821
F 3.902 0.414 2.549
C 0.407 2.166 3.397
C -0.823 1.595 3.684
C -1.273 0.520 2.927
C -2.609 -0.096 3.177
O -3.126 -0.097 4.270
H -6.161 -0.289 -3.779
H -5.478 0.398 -2.297
H -4.521 -0.705 -3.293
H -6.813 -1.387 -1.438
H -6.513 -2.404 -2.830
H -5.198 -3.383 -1.310
H -6.281 -1.312 0.611
H -5.269 -0.350 2.633
H -2.394 -2.216 -0.940
H 1.379 0.129 0.855
H 2.795 2.131 1.029
H 2.540 3.361 2.277
H 0.752 3.013 3.977
H -1.435 1.983 4.486
C 6.327 0.970 -0.521
C 5.115 0.064 -0.515
O 4.201 0.389 -1.579
C 4.537 -0.072 -2.782
O 5.507 -0.733 -3.046
O 3.629 0.359 -3.658
C 3.884 -0.028 -5.012
H 6.020 2.017 -0.495
H 6.945 0.768 0.354
H 6.930 0.812 -1.414
H 4.540 0.205 0.394
H 5.400 -0.985 -0.582
H 4.019 -1.105 -5.086
H 4.770 0.479 -5.390
H 3.009 0.280 -5.577
```

Properties
Frontier orbital gap = 8.336 eV
HOMO energy = -9.1894 eV
SMILES = CCNc1ccc2c(c1)C(=O)c1cc(CC(=O)F)ccc1C2=O.CCOC(=O)OC
Maximum force = 0.40 eV/A
2S+1 = 1

=====

Record 4
ORCA calculation (the ωB97M-V functional and the def2-TZVPD basis) on a structure of composition C22H22IN2O3STeW in a non-equilibrium geometry.

Geometry as XYZ:
```
53
Properties=species:S:1:pos:R:3
W -0.486 -2.242 0.400
C -3.748 0.507 2.490
C -2.278 0.754 2.656
N -1.870 1.756 3.427
C -0.561 1.950 3.607
C 0.447 1.180 3.040
C 1.886 1.576 3.289
O 2.806 0.496 3.273
C 0.030 0.139 2.213
C 0.899 -0.820 1.484
N 0.851 -0.858 0.085
C 2.117 -0.893 -0.602
C 3.077 0.061 -0.280
C 4.299 0.052 -0.938
C 4.576 -0.900 -1.913
C 3.617 -1.860 -2.242
C 2.423 -1.805 -1.578
I 0.244 -4.065 -1.549
C -1.326 -0.054 2.046
O -1.689 -1.107 1.269
H -4.298 1.316 2.965
H -4.036 -0.439 2.951
H -4.029 0.452 1.437
H -0.296 2.778 4.257
H 1.941 2.120 4.233
H 2.206 2.269 2.509
H 2.836 0.094 4.147
H 1.887 -0.975 1.894
H 2.865 0.795 0.490
H 5.044 0.793 -0.680
H 5.536 -0.907 -2.412
H 3.823 -2.619 -2.987
Te 0.300 -3.719 2.248
C 0.642 2.796 -2.319
C -0.181 1.541 -2.234
C -1.286 1.459 -1.385
C -2.038 0.304 -1.309
C -1.668 -0.804 -2.071
C -0.596 -0.727 -2.955
C 0.138 0.439 -3.025
S -2.569 -2.335 -1.929
C -4.247 -1.733 -1.948
O -2.368 -2.709 -0.419
H 0.352 3.520 -1.560
H 0.518 3.263 -3.298
H 1.703 2.570 -2.203
H -1.559 2.311 -0.775
H -2.892 0.266 -0.648
H -0.328 -1.579 -3.566
H 0.990 0.488 -3.693
H -4.451 -1.155 -1.051
H -4.897 -2.606 -1.991
H -4.361 -1.133 -2.850
```

Properties
Frontier orbital gap (alpha / beta) = 6.307 / 5.908 eV
Energy above the lowest of the compared OMol25 structures with the same formula, charge and spin = 280.3 kJ/mol
HOMO energy (alpha / beta) = -10.7981 / -11.2574 eV
Maximum force = 1.67 eV/A
Expectation value of S² = 2.074
2S+1 = 3
Total charge = +1

=====

Record 5
ORCA calculation (the ωB97M-V functional and the def2-TZVPD basis) on the molecule C22H22N2O2 in a non-equilibrium geometry.

Geometry as XYZ:
```
48
Properties=species:S:1:pos:R:3
O -2.177 -1.338 -0.336
O -7.326 -0.180 3.610
C -3.611 -2.876 -1.000
C -2.427 -3.181 -1.816
C -3.465 -1.856 -0.208
C 3.029 1.981 1.450
C -1.576 -2.135 -1.399
C 3.164 0.936 0.603
C 6.167 0.730 -1.698
C 6.805 1.898 -1.251
C -5.289 0.466 2.321
C -6.404 -1.666 2.126
C -4.266 -0.061 1.462
C -5.490 -2.066 1.159
C 4.974 0.266 -1.103
C 6.132 2.791 -0.416
C -6.346 -0.416 2.671
C -4.425 -1.324 0.829
C 4.370 1.069 -0.146
C 4.981 2.300 0.228
N 4.103 2.914 1.208
N 0.333 -0.750 -0.943
C -0.331 -1.536 -1.980
C 0.920 1.591 -0.987
C 2.101 -0.166 0.432
C 1.396 0.167 -0.955
H -7.341 0.788 3.548
H -4.604 -3.168 -1.197
H -2.262 -3.922 -2.594
H 2.235 1.893 2.197
H 6.766 0.166 -2.409
H 7.720 2.152 -1.713
H -4.997 1.397 2.747
H -7.258 -2.302 2.308
H -3.379 0.558 1.122
H -5.618 -3.047 0.619
H 4.573 -0.712 -1.419
H 6.564 3.769 -0.191
H 4.425 3.532 1.903
H -0.425 -0.466 -0.234
H -0.531 -0.854 -2.868
H 0.330 -2.309 -2.402
H 1.701 2.391 -0.912
H 0.152 1.894 -0.393
H 0.553 1.809 -2.025
H 2.637 -1.146 0.551
H 1.397 -0.067 1.254
H 2.021 0.084 -1.757
```

Properties
Frontier orbital gap = 8.347 eV
Energy above the lowest of the compared OMol25 structures with the same formula, charge and spin = 469.3 kJ/mol
HOMO energy = -7.6334 eV
SMILES = C[C@@H](Cc1c[nH]c2ccccc12)NCc1ccc(-c2ccc(O)cc2)o1
Maximum force = 4.64 eV/A
2S+1 = 1

=====

Record 6
ORCA calculation (the ωB97M-V functional and the def2-TZVPD basis) on a structure of composition C22H22N2O3PPd.

Geometry as XYZ:
```
51
Properties=species:S:1:pos:R:3
Pd 0.358 -1.750 0.238
N 0.435 -3.895 -0.351
C 1.760 -4.491 -0.682
C 2.554 -3.632 -1.660
C 3.076 -2.362 -0.951
O 4.331 -2.426 -0.985
O 2.372 -1.473 -0.470
H 0.037 -4.446 0.410
H -0.199 -4.060 -1.133
H 1.623 -5.481 -1.123
H 2.318 -4.630 0.245
H 1.954 -3.219 -2.479
H 3.369 -4.207 -2.097
O 1.975 -2.056 2.666
N 1.152 -1.101 2.271
C 1.008 -0.047 3.043
C 0.088 1.005 2.819
C -0.084 1.858 3.966
C -1.059 2.820 4.006
C -1.866 2.987 2.882
C -1.669 2.208 1.712
C -0.700 1.242 1.642
P -0.453 0.447 0.006
C 0.642 1.501 -0.914
C 0.921 1.132 -2.239
C 1.774 1.907 -3.003
C 2.367 3.038 -2.452
C 2.109 3.398 -1.135
C 1.247 2.635 -0.364
C -2.066 0.279 -0.728
C -2.953 -0.652 -0.168
C -4.211 -0.813 -0.714
C -4.585 -0.057 -1.823
C -3.709 0.866 -2.380
C -2.444 1.039 -1.841
H 2.378 -1.870 3.542
H 1.598 -0.018 3.959
H 0.556 1.693 4.824
H -1.207 3.438 4.881
H -2.643 3.742 2.880
H -2.304 2.418 0.859
H 0.452 0.260 -2.682
H 1.976 1.636 -4.030
H 3.029 3.645 -3.055
H 2.577 4.277 -0.713
H 1.045 2.943 0.654
H -2.677 -1.231 0.711
H -4.905 -1.521 -0.281
H -5.569 -0.190 -2.254
H -4.014 1.455 -3.235
H -1.762 1.758 -2.276
```

Properties
Frontier orbital gap (alpha / beta) = 6.436 / 4.190 eV
HOMO energy (alpha / beta) = -17.2094 / -17.6960 eV
Maximum force = 0.65 eV/A
Expectation value of S² = 6.077
2S+1 = 5
Total charge = +3

=====

Record 7
ORCA calculation (the ωB97M-V functional and the def2-TZVPD basis) on a structure of composition C22H22N2PtS4.

Geometry as XYZ:
```
51
Properties=species:S:1:pos:R:3
Pt 0.831 2.370 0.622
S 1.643 4.354 -0.279
S 0.387 5.856 -0.014
S -0.464 5.522 1.896
S 0.306 3.763 2.481
C -2.622 -0.597 3.138
N -2.517 -0.159 1.759
C -1.762 -1.118 0.974
C -1.941 1.171 1.688
C -2.008 1.772 0.298
C -3.213 1.669 -0.397
C -3.366 2.202 -1.665
C -2.303 2.870 -2.255
C -1.097 2.992 -1.585
C -0.947 2.446 -0.313
H -3.169 -1.539 3.185
H -3.167 0.145 3.722
H -1.636 -0.748 3.609
H -2.205 -2.108 1.087
H -0.708 -1.177 1.294
H -1.790 -0.853 -0.082
H -0.901 1.166 2.065
H -2.501 1.819 2.368
H -4.025 1.134 0.080
H -4.307 2.095 -2.189
H -2.406 3.298 -3.244
H -0.274 3.505 -2.061
N 1.756 0.669 0.410
C 1.822 -0.474 -0.125
C 2.271 -1.638 0.695
C 3.025 -1.420 1.847
C 3.401 -2.486 2.646
C 3.018 -3.778 2.308
C 2.254 -4.001 1.173
C 1.884 -2.936 0.365
C 1.496 -0.706 -1.566
C 0.336 -0.184 -2.126
C 0.054 -0.392 -3.468
C 0.937 -1.110 -4.261
C 2.101 -1.625 -3.709
C 2.376 -1.434 -2.365
H 3.311 -0.408 2.100
H 3.990 -2.311 3.536
H 3.320 -4.611 2.930
H 1.943 -5.004 0.916
H 1.278 -3.110 -0.514
H -0.350 0.383 -1.513
H -0.859 0.011 -3.888
H 0.719 -1.267 -5.310
H 2.795 -2.180 -4.327
H 3.285 -1.835 -1.935
```

Properties
Frontier orbital gap (alpha / beta) = 5.415 / 5.806 eV
Energy above the lowest of the compared OMol25 structures with the same formula, charge and spin = 0.0 kJ/mol
HOMO energy (alpha / beta) = -7.4670 / -7.5937 eV
Maximum force = 0.79 eV/A
2S+1 = 1

=====

Record 8
ORCA calculation (the ωB97M-V functional and the def2-TZVPD basis) on a structure of composition C22H22N5OPdS in a non-equilibrium geometry.

Geometry as XYZ:
```
52
Properties=species:S:1:pos:R:3
Pd -0.244 -0.101 -0.135
C -1.145 -1.015 3.967
C -1.444 -2.384 4.009
C -1.506 -3.070 2.832
C -1.251 -2.420 1.595
N -0.889 -1.092 1.578
C -0.891 -0.433 2.751
N -1.433 -3.143 0.510
C -1.307 -2.793 -0.748
N -0.762 -1.615 -1.210
C -0.712 -1.669 -2.584
N -0.180 -0.771 -3.377
C 0.336 0.406 -3.095
C 0.878 1.123 -4.197
C 1.409 2.366 -4.034
C 1.371 2.936 -2.752
C 0.833 2.208 -1.722
N 0.350 0.959 -1.834
C -1.278 -2.907 -3.027
C -1.469 -3.448 -4.296
C -2.029 -4.708 -4.377
C -2.431 -5.397 -3.228
C -2.266 -4.865 -1.964
C -1.661 -3.617 -1.864
H -1.125 -0.421 4.865
H -1.639 -2.873 4.949
H -1.767 -4.114 2.781
H -0.687 0.629 2.696
H 0.838 0.632 -5.155
H 1.831 2.908 -4.864
H 1.748 3.928 -2.574
H 0.773 2.663 -0.744
H -1.186 -2.895 -5.177
H -2.164 -5.173 -5.343
H -2.892 -6.365 -3.340
H -2.589 -5.394 -1.081
C -0.222 4.593 1.229
C 0.722 3.948 2.225
S 1.537 2.462 1.498
O 0.376 1.546 1.169
C 2.229 1.757 3.057
C 3.724 2.013 3.102
H -0.698 5.456 1.688
H -1.001 3.891 0.937
H 0.301 4.935 0.339
H 0.175 3.635 3.114
H 1.534 4.619 2.503
H 2.007 0.690 3.005
H 1.713 2.190 3.913
H 4.206 1.630 2.205
H 4.162 1.508 3.961
H 3.944 3.075 3.184
```

Properties
Frontier orbital gap = 6.874 eV
Energy above the lowest of the compared OMol25 structures with the same formula, charge and spin = 55.1 kJ/mol
HOMO energy = -10.7155 eV
Maximum force = 3.54 eV/A
2S+1 = 1
Total charge = +1

=====

Record 9
ORCA calculation (the ωB97M-V functional and the def2-TZVPD basis) on the molecule C22H22N6 in a non-equilibrium geometry.

Geometry as XYZ:
```
50
Properties=species:S:1:pos:R:3
C 2.669 4.023 -0.446
C 1.797 2.817 -0.591
N 0.540 2.934 -0.239
C -0.249 1.893 -0.418
N -1.529 1.847 -0.171
C -1.953 0.605 -0.517
C -0.898 -0.148 -0.987
N 0.219 0.638 -0.936
C 1.554 0.468 -1.160
C 2.332 1.610 -1.063
H 3.376 1.571 -1.323
N 2.152 -0.735 -1.461
C 1.463 -1.955 -1.810
H 2.164 -2.534 -2.423
C 1.093 -2.769 -0.535
N 1.848 -2.255 0.588
C 1.324 -1.208 1.333
N 2.182 -0.258 1.702
C 1.737 0.766 2.412
C 0.418 0.920 2.791
C -0.471 -0.091 2.448
C -0.021 -1.176 1.727
H -0.696 -1.980 1.481
H -1.510 -0.030 2.737
H 0.093 1.792 3.332
H 2.488 1.502 2.668
C 3.246 -2.139 0.229
H 3.811 -1.883 1.124
C 3.437 -1.041 -0.850
H 4.131 -1.377 -1.628
H 3.832 -0.150 -0.372
H 3.570 -3.116 -0.138
H 0.029 -2.712 -0.317
H 1.354 -3.824 -0.675
H 0.598 -1.736 -2.434
H -0.923 -1.143 -1.368
C -3.342 0.212 -0.350
C -4.249 1.142 0.157
C -5.574 0.800 0.340
C -6.015 -0.475 0.021
C -5.121 -1.405 -0.482
C -3.794 -1.068 -0.667
H -3.109 -1.805 -1.061
H -5.462 -2.401 -0.730
H -7.052 -0.744 0.165
H -6.270 1.528 0.732
H -3.882 2.127 0.398
H 2.077 4.847 -0.061
H 3.092 4.300 -1.410
H 3.490 3.816 0.237
```

Properties
Frontier orbital gap = 8.084 eV
HOMO energy = -7.4878 eV
SMILES = Cc1cc(N2CCN(c3ccccn3)CC2)n2cc(-c3ccccc3)nc2n1
Maximum force = 1.16 eV/A
2S+1 = 1